1.
96
Properties=species:S:1:pos:R:3:forces:R:3:mulliken_charge:R:1 method="wB97M-V/def2-TZVPD" total_energy_ha=-3907.989676 e_homo_ha=-0.280 orbital_gap_ev=7.5 fmax_ha_per_bohr=0.008 relative_energy_kcal_mol=0.0
Sc 0.290147 -1.506598 0.137867 -0.2 -0.1 0.1 -1.4932
C 3.110063 -1.480828 -2.114639 0.1 0.1 0.0 -1.1826
C 3.598570 -1.859684 -0.746317 0.0 -0.1 0.0 0.9289
C 4.894116 -2.391489 -0.698302 0.0 0.0 0.0 -0.9204
C 5.467886 -2.718032 0.499522 0.0 0.0 0.0 -0.5957
C 4.737301 -2.460717 1.653629 0.0 0.0 0.0 -0.9811
C 3.458329 -1.952349 1.548359 0.0 0.0 -0.1 0.0189
N 2.862066 -1.683366 0.362540 0.0 -0.1 0.0 0.9858
Sb 2.577244 -1.485965 3.440371 0.0 0.0 0.0 0.7599
C 0.843131 -2.719860 3.149155 0.0 0.0 0.0 0.6584
C 0.051844 -3.052735 4.236128 0.0 0.0 0.0 -0.9905
C -0.813346 -4.134885 4.119189 0.0 0.0 0.0 -0.5499
C -0.775571 -4.895250 2.969014 0.0 0.0 0.0 -0.9816
C 0.061538 -4.516424 1.917092 0.0 0.0 0.0 0.3393
C 0.251142 -5.398347 0.726040 0.0 0.0 0.0 -0.7366
N 0.794769 -3.394590 1.988337 0.0 0.0 -0.1 0.2660
C 1.915493 0.483485 2.922918 -0.1 0.1 0.0 -0.2213
C 2.589925 1.541883 3.515779 0.0 0.0 0.0 -0.8240
C 2.193583 2.837194 3.212840 0.0 0.0 0.0 -0.7029
C 1.109259 3.011743 2.378975 0.0 0.0 0.0 -0.6612
C 0.459989 1.897888 1.843864 0.0 0.0 -0.1 0.3556
C -0.757578 2.092676 0.986668 -0.1 0.0 0.1 -0.7765
N 0.889240 0.655219 2.083432 0.0 -0.1 0.0 0.6079
H 3.779002 -0.715736 -2.516251 0.0 0.0 0.0 0.6055
H 2.107985 -1.085664 -2.120139 -0.1 0.0 0.0 -0.4465
H 3.171439 -2.344651 -2.778161 0.0 0.0 0.0 0.3041
H 5.413934 -2.554621 -1.632654 0.0 0.0 0.0 0.4380
H 6.457537 -3.153551 0.547911 0.0 0.0 0.0 0.4143
H 5.160106 -2.661133 2.629672 0.0 0.0 0.0 0.4259
H 0.126996 -2.497992 5.163409 0.0 0.0 0.0 0.4614
H -1.473856 -4.403056 4.934843 0.0 0.0 0.0 0.4720
H -1.385815 -5.782546 2.863411 0.0 0.0 0.0 0.4556
H -0.622952 -6.022874 0.550655 0.0 0.0 0.0 0.4053
H 1.117588 -6.041076 0.905108 0.0 0.0 0.0 0.4085
H 0.466011 -4.812111 -0.159896 0.0 0.0 0.0 -0.3713
H 3.412176 1.358303 4.196381 0.0 0.0 0.0 0.4517
H 2.714219 3.689488 3.631794 0.0 0.0 0.0 0.4209
H 0.749814 4.002027 2.128989 0.0 0.0 0.0 0.6056
H -1.490341 2.700460 1.524050 0.0 0.0 0.0 0.7229
H -1.211100 1.135844 0.740592 0.0 0.0 0.0 -0.5130
H -0.505462 2.622922 0.065333 0.0 0.0 0.1 -0.0305
O -1.145080 -1.168144 1.529312 -0.2 0.2 0.2 0.6295
N -2.254723 -1.728632 1.989862 0.0 0.0 0.0 0.3942
C -2.735518 -1.223243 3.148682 0.0 0.0 0.0 -0.4656
C -3.863729 -1.727870 3.722993 0.0 0.0 0.0 -0.9322
C -4.514727 -2.790509 3.076420 0.0 0.0 0.0 -0.2534
C -4.010865 -3.286729 1.906419 0.0 0.0 0.0 -1.2281
C -2.835108 -2.764752 1.315837 0.0 0.0 0.0 1.0181
S -2.117808 -3.342858 -0.093790 0.1 0.1 0.0 -0.4770
H -2.140617 -0.413614 3.543594 0.0 0.0 0.0 0.4988
H -4.228888 -1.307377 4.647972 0.0 0.0 0.0 0.4537
H -5.414399 -3.217416 3.500852 0.0 0.0 0.0 0.4071
H -4.490985 -4.105536 1.389914 0.0 0.0 0.0 0.4800
C -0.845313 7.485434 1.439338 0.0 0.0 0.0 -0.6304
O -0.214703 7.721897 0.197112 0.0 0.0 0.0 -0.4454
C -0.566071 6.922939 -0.847305 0.0 0.1 0.0 0.7975
C 0.004308 7.245167 -2.077687 0.0 0.0 0.0 -0.6034
C -0.325221 6.517847 -3.203540 0.0 0.0 0.0 -0.3605
C -1.180427 5.425930 -3.103719 -0.1 0.0 -0.1 -0.1004
C -1.750406 5.106787 -1.883815 0.0 0.1 0.0 -0.2689
C -1.456423 5.860126 -0.753102 0.0 -0.1 0.0 -0.3166
N -1.575342 4.769836 -4.325292 0.1 -0.1 0.0 -0.6469
N -1.478078 3.543833 -4.458824 -0.1 0.0 0.1 -0.3875
C -0.848728 2.731028 -3.453985 -0.1 0.1 -0.1 0.2857
C 0.447550 2.924395 -3.065055 0.1 -0.1 0.0 -0.2525
C 1.084270 2.048456 -2.164578 0.0 0.1 -0.1 -0.6039
C 0.401684 0.976803 -1.631870 0.0 -0.1 0.0 0.2185
O 0.901277 0.163995 -0.735884 0.1 0.1 -0.1 -0.0869
C -0.944481 0.746775 -2.057644 0.0 0.0 0.0 -0.0115
N -1.560929 -0.328633 -1.500907 0.0 0.0 0.0 0.7116
C -2.816756 -0.546194 -1.820339 0.0 0.0 0.0 -0.4469
C -3.533759 0.259623 -2.728062 0.0 0.0 0.0 -1.2035
C -2.916027 1.330266 -3.309437 0.0 0.0 0.0 -1.1137
C -1.573917 1.612238 -2.971111 0.0 0.0 0.0 0.8570
H -0.429649 8.209675 2.133751 0.0 0.0 0.0 0.2536
H -0.641000 6.475777 1.805895 0.0 0.0 0.0 0.1222
H -1.926915 7.628986 1.371824 0.0 0.0 0.0 0.3462
H 0.680738 8.088189 -2.132246 0.0 0.0 0.0 0.4449
H 0.081403 6.785499 -4.170969 0.0 0.0 0.0 0.4326
H -2.447088 4.280849 -1.808718 0.0 0.0 0.0 0.3959
H -1.930629 5.608724 0.185257 0.0 0.0 0.0 0.3993
H 1.001696 3.766052 -3.462125 0.0 0.0 0.0 0.4638
H 2.108620 2.222946 -1.861704 0.0 0.0 0.0 0.5558
H -3.283824 -1.409902 -1.360202 0.0 0.0 0.0 0.3226
H -4.561756 0.011802 -2.955840 0.0 0.0 0.0 0.4497
H -3.432554 1.963963 -4.019715 0.0 0.0 0.0 0.5184
N -0.490870 -2.856418 -3.266202 -0.1 0.0 0.0 -0.2083
C 0.476777 -3.344821 -2.468923 0.0 -0.1 0.1 0.8745
O 0.629428 -2.806961 -1.317698 0.3 -0.1 -0.3 1.3587
C 1.295122 -4.400918 -2.894489 -0.1 0.0 0.0 0.5533
C 1.056563 -4.988289 -4.160161 0.1 0.0 -0.1 -0.5735
N 0.816151 -5.397029 -5.212847 0.0 0.0 0.1 -0.6270
C 2.354510 -4.845658 -2.070200 0.0 -0.1 0.1 -0.0689
N 3.216890 -5.193274 -1.385873 0.0 0.0 0.0 -0.7572
H -1.153920 -2.224545 -2.848238 0.0 0.0 0.0 0.0449
H -0.716177 -3.319517 -4.130445 0.0 0.0 0.0 0.2483


2.
90
Properties=species:S:1:pos:R:3:forces:R:3:mulliken_charge:R:1 method="wB97M-V/def2-TZVPD" total_energy_ha=-3073.236198 e_homo_ha="-0.436 / -0.436" orbital_gap_ev="5.4 / 5.2" charge=+2 fmax_ha_per_bohr=0.027 s_squared=2.032 relative_energy_kcal_mol=0.0 spin_multiplicity=3
Mo 0.162545 1.218318 -0.619782 0.3 -1.1 0.7 -2.1862
C -2.613322 1.976150 0.369934 -0.1 0.0 -0.2 -0.1218
C -3.054017 2.029625 -1.097755 0.2 -0.1 0.1 -1.6664
C -2.572300 0.924022 -2.016175 0.0 0.0 0.1 1.0698
C -3.488577 0.268627 -2.818816 0.0 0.0 -0.1 -0.9309
C -3.060847 -0.688415 -3.728212 0.0 0.0 0.1 -0.6740
C -1.706941 -0.956234 -3.831752 -0.1 -0.1 -0.1 -1.0178
C -0.848805 -0.301573 -2.982987 0.1 0.1 0.2 -0.7469
N -1.258834 0.617641 -2.086940 -0.4 -0.4 -0.2 1.3427
N -1.190036 2.327275 0.676461 0.0 0.1 0.2 0.6045
C -0.883637 1.913064 2.077302 0.1 0.0 0.0 -0.6495
C 0.599104 1.966713 2.281279 -0.1 0.0 -0.2 0.7611
C 1.155820 2.252622 3.507503 0.1 0.0 0.1 -0.7873
C 2.536845 2.279427 3.631813 0.0 0.0 0.0 -0.6024
C 3.307058 2.025196 2.509126 0.0 0.0 0.1 -1.1434
C 2.679869 1.756475 1.311171 -0.1 -0.1 -0.1 -0.4412
N 1.340484 1.721078 1.177361 0.3 0.2 0.5 1.3638
C -0.914053 3.786009 0.544145 -0.1 -0.1 -0.1 -0.5753
C -0.747242 4.114211 -0.904224 0.1 -0.3 0.1 -0.0931
C -1.146760 5.310798 -1.459957 0.0 0.2 0.0 -1.1809
C -1.068337 5.470133 -2.834539 0.0 0.0 0.0 -0.6445
C -0.610188 4.406866 -3.598866 0.0 0.1 -0.1 -1.0982
C -0.200238 3.253598 -2.967098 0.1 0.0 0.1 -0.3710
N -0.234797 3.101667 -1.627744 -0.3 0.7 -0.5 1.7426
H -2.774355 0.965212 0.735819 0.0 -0.1 0.1 -0.0754
H -3.256567 2.643392 0.947675 0.0 0.0 0.1 0.4981
H -2.820255 2.992380 -1.552053 0.0 0.1 0.0 0.1846
H -4.141096 1.976812 -1.079043 0.0 0.0 0.0 0.7691
H -4.538926 0.515287 -2.736225 0.0 0.0 0.0 0.5399
H -3.780353 -1.220221 -4.337975 0.0 0.0 0.0 0.4372
H -1.323521 -1.683361 -4.533540 0.0 0.0 0.0 0.5338
H 0.212925 -0.517245 -2.995469 0.0 0.0 0.0 0.5670
H -1.206753 0.884640 2.215160 0.0 0.0 0.0 -1.0982
H -1.412051 2.545183 2.792985 0.0 0.1 0.0 0.9534
H 0.515782 2.448422 4.357305 0.0 0.0 0.0 0.5791
H 2.999708 2.507589 4.583199 0.0 0.0 0.0 0.5087
H 4.386964 2.033950 2.553215 0.0 0.0 0.0 0.5313
H 3.261178 1.565385 0.422829 0.0 0.0 0.0 0.4947
H 0.014520 4.002934 1.068701 0.0 0.0 0.1 0.4628
H -1.711475 4.373784 1.000642 0.0 0.0 0.0 0.5660
H -1.529072 6.100755 -0.826683 0.0 0.0 0.0 0.5526
H -1.393640 6.391482 -3.300453 0.0 0.0 0.0 0.4654
H -0.558806 4.467859 -4.677575 0.0 0.0 0.0 0.5286
H 0.168816 2.419655 -3.542400 0.1 -0.1 0.0 0.5727
C 4.194784 -2.230574 -1.916422 0.1 0.0 -0.1 -0.9764
C 3.223651 -2.075889 -0.911112 -0.1 0.0 0.0 -1.0912
C 2.471086 -0.935506 -0.830968 0.0 0.0 -0.1 0.4883
C 2.690175 0.150581 -1.721109 -0.1 -0.1 0.1 2.1910
C 2.002097 1.419312 -1.600037 0.1 0.0 -0.1 -0.2085
C 2.555828 2.502485 -2.261362 -0.1 0.0 0.2 0.2681
C 3.572996 2.358119 -3.218290 0.1 0.0 -0.1 -1.2919
C 4.095459 1.122038 -3.482345 0.0 0.0 0.0 -0.8437
C 3.716320 0.007280 -2.699100 0.0 0.1 0.0 0.3722
C 4.426807 -1.212413 -2.795895 0.0 -0.1 0.0 -0.9222
H 4.767220 -3.147077 -1.974757 0.0 0.0 0.0 0.4683
H 3.075569 -2.872580 -0.192561 0.0 0.0 0.0 0.6052
H 1.735870 -0.847734 -0.040345 0.0 -0.1 0.1 0.3427
H 2.224629 3.507585 -2.040742 -0.2 0.0 -0.1 0.7152
H 3.926950 3.230404 -3.753375 0.0 0.0 0.0 0.4629
H 4.854667 0.992314 -4.244357 0.0 0.0 0.0 0.4685
H 5.190217 -1.305612 -3.559564 0.0 0.0 0.0 0.4246
Cl -1.772848 -4.773514 3.906068 0.2 0.2 0.0 -0.1844
C -1.608203 -5.193696 2.229267 0.2 0.1 -0.2 0.6753
C -2.463857 -6.189302 1.782099 -0.1 0.0 0.1 -0.6757
C -2.374939 -6.683798 0.497597 -0.1 -0.1 0.0 -0.5389
C -1.405526 -6.181019 -0.347810 0.1 0.0 -0.1 -0.7384
C -0.574438 -5.169364 0.089718 -0.1 -0.1 0.1 0.9229
Cl 0.647774 -4.596253 -1.000327 0.2 0.2 -0.2 -0.2283
C -0.641267 -4.613783 1.377403 0.0 0.2 0.2 -0.4114
N 0.257591 -3.588670 1.711735 -0.6 0.0 0.3 0.3269
C 0.123192 -2.648970 2.776764 -0.1 -0.3 -0.1 -0.7377
C 1.066837 -2.635228 3.794858 0.1 -0.1 0.0 -0.5681
C 0.902343 -1.813709 4.898902 0.0 0.1 0.0 -0.8374
C -0.219359 -1.004129 4.994365 0.0 0.1 0.0 -0.8298
C -1.144145 -0.986662 3.959291 0.1 0.1 -0.1 -0.6227
C -0.970250 -1.775526 2.827851 -0.1 -0.2 0.1 1.3352
C -1.961024 -1.728649 1.694301 0.2 -0.1 0.1 -0.8352
C -1.307712 -1.361833 0.370859 0.0 -0.4 0.3 0.1243
O -1.617792 -1.865616 -0.676925 0.2 0.4 -0.1 -0.5541
O -0.381068 -0.392101 0.534895 0.0 0.8 -1.2 0.5210
H -3.188109 -6.594911 2.476612 0.0 0.0 0.0 0.4540
H -3.040886 -7.468241 0.163803 0.0 0.0 0.0 0.3967
H -1.284687 -6.572255 -1.348939 0.0 0.0 0.0 0.4381
H 1.030211 -3.474939 1.081963 0.1 -0.1 0.0 -0.1960
H 1.898904 -3.328270 3.743035 0.0 0.0 0.0 0.5565
H 1.623071 -1.844128 5.705999 0.0 0.0 0.0 0.4880
H -0.382340 -0.397083 5.876879 0.0 0.0 0.0 0.5132
H -2.021529 -0.350223 4.033062 0.0 -0.1 0.0 0.5083
H -2.704084 -0.951468 1.898816 -0.1 0.0 0.1 0.3928
H -2.506019 -2.666549 1.582843 0.0 0.0 -0.1 0.3066